{
  "formula": "C21H42BrNO12P",
  "method": "ωB97M-V/def2-TZVPD",
  "symbols": ["C", "H", "H", "H", "O", "H", "C", "H", "O", "C", "O", "H", "C", "C", "H", "C", "Br", "H", "H", "P", "H", "H", "H", "C", "H", "O", "H", "C", "H", "H", "H", "H", "H", "C", "H", "H", "H", "H", "O", "C", "C", "C", "H", "O", "H", "C", "H", "C", "C", "H", "H", "O", "H", "H", "H", "O", "H", "H", "H", "H", "H", "H", "O", "C", "O", "H", "C", "H", "O", "C", "C", "O", "C", "N", "C", "H", "H", "H"],
  "coordinates": [[-2.13, -1.13, -1.90], [-0.60, 0.82, 2.82], [1.14, 1.79, 1.57], [-0.93, 0.31, 1.17], [-1.49, -2.94, 7.86], [-5.35, -1.01, -0.37], [5.39, -2.56, -2.24], [-2.29, -1.51, -4.01], [1.61, 0.15, 0.39], [-0.62, 6.05, -6.78], [-3.27, -2.99, 0.13], [4.41, 5.17, -2.12], [-0.22, 0.20, 2.00], [-2.92, -1.15, -3.19], [1.89, 0.39, 2.36], [-0.97, -5.26, 7.97], [-2.37, -1.98, 4.62], [4.46, -2.37, 0.43], [-0.58, 3.46, -5.64], [-4.12, -0.35, 1.19], [1.07, 3.87, -6.13], [-1.87, -5.32, 8.58], [-0.85, 7.11, -6.70], [2.44, 4.40, -1.73], [-0.19, -1.32, -0.42], [0.01, 6.27, -4.50], [-1.08, -5.89, 7.09], [4.01, -2.69, -1.64], [0.60, 5.42, -2.10], [0.13, 5.91, -7.56], [-0.12, -5.62, 8.55], [5.92, -3.51, -2.17], [1.48, 0.98, -1.49], [0.29, 4.08, -5.40], [1.65, 6.22, -0.91], [0.41, -4.15, 5.76], [-2.71, -0.66, -1.10], [4.00, 5.05, -0.41], [-3.10, 0.16, 0.25], [-0.09, 5.54, -5.46], [3.90, 4.55, -1.38], [0.15, -0.74, -1.29], [0.64, 3.83, -4.40], [-4.16, -4.09, 1.91], [-3.30, -0.16, -3.45], [0.47, -3.56, 6.68], [0.52, -2.51, 6.43], [-1.27, -1.90, 2.10], [-3.72, -3.13, 1.30], [-1.88, -2.14, -1.58], [2.89, -3.14, 0.12], [-0.12, -1.16, 2.38], [-1.51, 5.50, -7.07], [4.37, 3.57, -1.33], [-3.85, 1.30, 2.51], [1.95, 3.31, -1.93], [2.04, 6.30, -2.64], [-1.54, -1.83, 1.04], [5.31, -2.26, -3.28], [-4.48, -1.93, 2.91], [-3.77, -1.82, -3.08], [-1.03, -2.94, 2.36], [-4.60, 0.73, 2.27], [3.93, -3.10, -0.19], [-0.93, -0.38, -2.13], [5.97, -1.82, -1.68], [1.63, 5.66, -1.85], [4.41, -4.07, -0.04], [3.01, -2.47, -2.29], [1.16, 0.69, 1.61], [-0.74, -3.83, 7.54], [-5.54, -0.71, 0.53], [-3.71, -1.80, 2.15], [-2.44, -1.41, 2.82], [0.83, 0.50, -0.74], [0.88, -1.34, -1.83], [1.38, -3.87, 7.21], [0.05, 1.23, -0.48]],
  "charge": -1,
  "e_lumo_ev": 2.226,
  "max_force_ev_per_a": 2.01,
  "energy_ha": -4698.46845,
  "e_homo_ev": -5.01
}

{
  "formula": "C76H213N13O36",
  "method": "ωB97M-V/def2-TZVPD",
  "symbols": ["H", "H", "H", "H", "H", "H", "C", "H", "C", "C", "H", "H", "H", "C", "O", "H", "C", "H", "N", "H", "H", "H", "H", "H", "H", "C", "C", "H", "H", "H", "H", "H", "O", "H", "C", "O", "C", "C", "H", "O", "C", "H", "H", "H", "H", "H", "H", "H", "H", "O", "H", "H", "H", "H", "H", "H", "H", "H", "N", "H", "H", "H", "H", "H", "H", "H", "C", "H", "H", "C", "H", "O", "H", "H", "C", "C", "H", "O", "H", "O", "H", "H", "H", "C", "C", "H", "H", "H", "O", "H", "H", "H", "H", "H", "H", "H", "O", "C", "O", "H", "H", "C", "H", "H", "H", "N", "H", "H", "O", "C", "H", "H", "H", "C", "H", "H", "H", "C", "H", "H", "C", "C", "H", "H", "H", "O", "H", "H", "C", "H", "H", "H", "C", "H", "C", "H", "H", "H", "H", "N", "H", "N", "C", "H", "H", "H", "H", "O", "H", "H", "H", "C", "C", "O", "H", "C", "O", "N", "H", "C", "C", "H", "O", "H", "H", "C", "C", "H", "O", "H", "H", "H", "C", "O", "H", "H", "O", "H", "C", "O", "H", "H", "H", "C", "C", "H", "H", "C", "H", "C", "H", "H", "C", "H", "H", "C", "O", "C", "C", "H", "H", "H", "H", "H", "C", "H", "N", "N", "H", "H", "C", "H", "H", "H", "O", "H", "H", "H", "H", "H", "H", "H", "C", "N", "C", "O", "H", "H", "O", "H", "N", "H", "H", "O", "C", "H", "H", "O", "C", "O", "H", "H", "C", "H", "C", "H", "C", "C", "H", "C", "O", "H", "N", "H", "H", "C", "H", "H", "C", "H", "C", "H", "N", "C", "O", "C", "H", "H", "H", "H", "O", "H", "C", "H", "H", "O", "H", "H", "H", "H", "H", "H", "C", "N", "H", "H", "H", "H", "C", "H", "H", "C", "H", "H", "H", "H", "H", "C", "H", "C", "H", "O", "C", "H", "H", "H", "C", "H", "C", "H", "C", "H", "C", "C", "H", "H", "H", "C", "C", "H", "H", "H", "H", "H", "O", "H", "O", "H", "O", "H", "H", "H", "H", "C", "H", "H", "H", "H"],
  "coordinates": [[-5.57, 20.71, 17.65], [-3.86, 17.61, 12.04], [-3.38, 19.87, 10.73], [-12.72, 21.28, 18.17], [-5.86, 9.71, 20.21], [-11.59, 19.57, 19.68], [-14.36, 10.62, 19.14], [-14.86, 15.28, 6.46], [-5.42, 9.79, 19.21], [-10.22, 17.52, 17.01], [-3.56, 22.70, 18.01], [-7.47, 17.58, 22.50], [-9.31, 12.45, 10.26], [-1.83, 18.81, 15.70], [-10.27, 12.43, 10.38], [-6.32, 16.01, 21.41], [-4.74, 20.33, 18.24], [-12.87, 13.78, 19.50], [-9.12, 10.10, 17.86], [-7.14, 24.19, 11.64], [-10.54, 10.66, 19.81], [-8.23, 16.17, 14.06], [-4.27, 14.64, 13.23], [-2.93, 13.89, 21.07], [-14.52, 11.48, 19.78], [-10.62, 12.03, 7.98], [-13.65, 9.74, 16.78], [-8.23, 9.29, 14.10], [-15.11, 12.48, 17.71], [-11.01, 21.89, 15.84], [-4.14, 21.22, 11.47], [-11.98, 12.72, 9.41], [-10.83, 19.81, 8.64], [-9.37, 13.45, 7.48], [-7.38, 9.79, 14.56], [-9.98, 20.63, 18.22], [-7.58, 23.41, 11.02], [-1.48, 22.09, 18.19], [-9.09, 24.85, 13.88], [-2.48, 21.76, 10.39], [-8.07, 8.67, 9.55], [-9.54, 13.64, 14.81], [-8.15, 17.63, 19.57], [-4.06, 16.92, 15.06], [-4.50, 12.53, 10.26], [-6.11, 22.68, 14.42], [-8.81, 23.57, 9.13], [-12.47, 17.25, 23.23], [-6.19, 15.72, 15.55], [-11.69, 25.17, 13.35], [-0.82, 21.18, 19.99], [-8.94, 19.31, 9.00], [-10.46, 14.91, 16.66], [-10.43, 18.08, 12.99], [-14.42, 16.29, 19.00], [-11.12, 17.07, 21.09], [-14.73, 12.11, 16.22], [-14.31, 17.52, 13.52], [-10.43, 16.40, 23.66], [-2.16, 14.50, 13.70], [-7.56, 14.06, 9.14], [-13.32, 19.58, 20.16], [-13.02, 18.24, 8.22], [-10.44, 11.00, 8.30], [-13.30, 23.29, 16.96], [-12.10, 8.02, 15.60], [-4.01, 17.48, 15.99], [-10.79, 12.27, 17.88], [-6.58, 11.75, 10.38], [-13.70, 13.81, 14.74], [-11.97, 19.52, 12.80], [-9.75, 12.17, 20.94], [-0.81, 18.90, 16.08], [-12.98, 16.04, 8.64], [-6.21, 19.39, 13.47], [-5.02, 13.21, 14.75], [-13.05, 20.90, 12.52], [-14.95, 16.20, 8.29], [-1.86, 18.54, 14.65], [-6.43, 18.39, 20.54], [-13.50, 19.31, 11.88], [-1.25, 21.81, 17.16], [-8.26, 19.66, 18.47], [-11.40, 17.44, 23.31], [-13.01, 19.82, 12.71], [-11.36, 12.17, 7.20], [-9.59, 19.40, 12.19], [-6.58, 18.51, 14.00], [-3.40, 20.60, 17.91], [-6.91, 19.54, 12.64], [-10.38, 18.20, 11.26], [-4.11, 12.99, 17.72], [-10.34, 19.11, 24.26], [-8.51, 13.31, 22.30], [-15.56, 14.52, 10.17], [-12.75, 15.44, 12.31], [-7.80, 11.01, 15.03], [-9.55, 11.00, 20.11], [-7.22, 12.44, 10.18], [-10.97, 17.13, 17.70], [-11.47, 11.06, 11.27], [-7.32, 16.29, 21.11], [-5.26, 15.10, 9.61], [-2.55, 17.92, 17.55], [-10.02, 22.61, 17.89], [-6.29, 22.03, 13.67], [-12.82, 21.61, 6.73], [-7.19, 9.31, 9.55], [-4.85, 19.03, 13.09], [-9.12, 14.60, 15.10], [-5.85, 14.47, 11.16], [-8.82, 10.42, 16.95], [-5.40, 22.00, 13.19], [-11.88, 21.39, 16.27], [-11.81, 21.00, 9.98], [-6.22, 8.11, 14.97], [-6.63, 23.08, 10.60], [-12.58, 12.34, 13.34], [-14.06, 16.96, 6.55], [-2.65, 13.13, 18.68], [-14.33, 18.55, 16.78], [-4.55, 13.39, 19.87], [-4.92, 20.33, 19.31], [-2.04, 15.87, 17.01], [-15.74, 16.88, 6.62], [-7.50, 8.29, 16.38], [-3.49, 14.57, 18.29], [-2.26, 19.81, 15.81], [-14.01, 10.97, 17.68], [-6.66, 15.67, 17.14], [-9.01, 16.69, 8.67], [-12.85, 10.10, 13.64], [-9.36, 15.34, 12.79], [-3.20, 21.99, 19.51], [-6.25, 20.72, 14.37], [-10.23, 18.48, 21.70], [-12.95, 17.74, 14.54], [-6.75, 9.99, 13.69], [-5.08, 18.40, 11.02], [-15.48, 16.82, 15.76], [-9.33, 24.45, 10.57], [-0.97, 23.34, 18.61], [-9.03, 8.98, 10.73], [-10.40, 25.60, 15.44], [-9.65, 18.37, 17.38], [-13.85, 18.98, 9.64], [-5.79, 9.43, 16.04], [-9.34, 12.49, 7.51], [-13.31, 12.59, 12.57], [-7.91, 8.88, 17.01], [-4.92, 19.28, 18.01], [-14.89, 18.10, 15.45], [-8.46, 24.13, 10.00], [-4.20, 20.32, 8.20], [-9.60, 16.51, 23.09], [-13.92, 18.18, 14.30], [-7.81, 25.36, 9.63], [-12.46, 23.35, 17.52], [-13.48, 10.12, 19.53], [-4.51, 11.89, 20.24], [-7.20, 17.31, 20.00], [-4.93, 11.66, 21.22], [-14.01, 14.95, 20.92], [-13.86, 14.45, 8.52], [-13.90, 20.45, 6.42], [-7.50, 20.79, 15.25], [-3.61, 20.93, 10.57], [-7.51, 19.99, 15.99], [-10.28, 8.27, 10.53], [-9.11, 10.23, 20.73], [-9.53, 14.33, 12.40], [-6.76, 13.96, 14.06], [-13.65, 19.06, 8.57], [-2.76, 14.17, 14.37], [-7.93, 11.58, 18.82], [-9.57, 13.38, 18.40], [-8.54, 17.52, 12.09], [-7.40, 17.23, 6.17], [-3.93, 13.74, 13.75], [-8.26, 22.49, 11.89], [-4.80, 12.24, 15.19], [-8.02, 21.42, 18.51], [-10.89, 15.85, 15.23], [-9.50, 20.24, 8.97], [-12.68, 15.54, 11.23], [-10.60, 13.91, 9.17], [-5.55, 13.80, 19.72], [-7.56, 17.11, 7.25], [-9.69, 17.07, 7.03], [-11.70, 20.84, 8.91], [-0.97, 20.06, 18.62], [-13.42, 14.94, 21.67], [-2.54, 17.70, 16.48], [-14.00, 14.06, 15.76], [-7.72, 25.95, 10.39], [-9.78, 18.33, 12.16], [-4.30, 13.45, 10.07], [-4.71, 20.97, 9.37], [-11.12, 17.87, 21.83], [-13.03, 14.59, 14.37], [-10.33, 15.72, 13.08], [-11.04, 7.79, 16.89], [-14.44, 9.02, 16.97], [-10.03, 10.87, 13.01], [-12.39, 19.01, 20.17], [-9.06, 20.92, 8.23], [-14.95, 14.62, 10.97], [-1.74, 16.51, 16.28], [-6.25, 13.04, 8.49], [-13.76, 21.13, 8.64], [-13.31, 14.75, 19.72], [-10.83, 17.93, 16.21], [-11.74, 23.28, 13.88], [-14.51, 13.71, 10.97], [-9.06, 15.16, 7.25], [-11.89, 9.54, 11.61], [-10.07, 9.83, 17.67], [-8.31, 15.08, 6.65], [-0.02, 23.39, 18.29], [-3.50, 11.49, 20.30], [-11.91, 23.83, 16.82], [-11.53, 18.33, 25.35], [-12.08, 8.04, 16.69], [-13.00, 20.62, 6.83], [-6.67, 13.49, 9.39], [-12.10, 18.83, 21.54], [-16.31, 17.08, 16.27], [-11.70, 20.32, 16.20], [-13.40, 15.54, 17.41], [-7.49, 21.68, 15.87], [-3.90, 14.13, 20.93], [-7.53, 18.15, 7.58], [-11.34, 21.82, 8.58], [-9.35, 16.57, 16.44], [-0.61, 21.05, 18.93], [-15.75, 18.74, 15.24], [-4.53, 18.42, 15.81], [-10.12, 24.70, 15.61], [-6.63, 8.94, 15.54], [-4.79, 16.63, 16.92], [-14.62, 18.86, 8.12], [-9.49, 16.31, 10.75], [-12.17, 10.79, 13.13], [-14.20, 19.62, 16.68], [-10.06, 15.49, 15.84], [-9.37, 12.55, 16.94], [-11.35, 18.70, 24.34], [-5.52, 14.19, 10.16], [0.48, 21.05, 18.83], [-14.02, 15.62, 10.44], [-8.06, 16.88, 22.20], [-12.00, 16.34, 10.94], [-12.19, 10.50, 11.69], [-10.72, 23.49, 12.50], [-5.62, 20.45, 9.66], [-4.86, 18.05, 12.03], [-7.95, 13.26, 20.62], [-8.00, 15.77, 11.12], [-10.65, 21.86, 18.37], [-4.55, 9.14, 19.16], [-8.84, 16.24, 11.63], [-10.74, 22.10, 19.43], [-8.46, 15.20, 13.94], [-8.69, 20.60, 18.80], [-5.23, 11.25, 19.15], [-12.03, 21.97, 17.69], [-5.30, 20.67, 14.90], [-9.28, 23.20, 14.52], [-5.03, 21.96, 9.03], [-8.31, 14.24, 15.73], [-6.24, 13.16, 13.98], [-13.11, 11.56, 17.59], [-9.71, 12.39, 17.97], [-10.13, 7.38, 10.20], [-15.00, 14.71, 18.55], [-13.06, 12.57, 14.65], [-5.15, 13.81, 15.65], [-3.66, 20.93, 7.70], [-11.66, 12.92, 13.30], [-3.77, 13.04, 12.93], [-7.69, 22.35, 12.65], [-8.37, 20.76, 14.59], [-11.03, 23.97, 13.43], [-15.07, 11.69, 17.08], [-14.92, 18.45, 17.70], [-6.65, 17.22, 16.14], [-14.65, 13.79, 14.21], [-15.88, 16.50, 14.88], [-9.78, 24.15, 14.36], [-10.65, 9.35, 13.48], [-14.45, 16.62, 10.58], [-13.04, 20.40, 8.26], [-10.12, 16.74, 24.55], [-15.21, 9.94, 19.23], [-13.70, 10.01, 15.72], [-9.17, 10.01, 11.06], [-12.25, 14.59, 10.90], [-6.12, 16.32, 16.46], [-12.75, 7.26, 17.06], [-14.11, 15.33, 18.60], [-5.70, 16.64, 7.35], [-6.49, 16.25, 7.74], [-3.66, 13.52, 18.55], [-1.52, 24.07, 18.18], [-7.83, 11.85, 21.72], [-12.45, 15.40, 19.78], [-8.93, 16.54, 7.60], [-8.61, 8.41, 11.55], [-8.45, 12.69, 21.41], [-12.60, 18.09, 19.63], [-10.91, 12.87, 9.24], [-4.19, 14.08, 21.90], [-10.80, 10.42, 13.64], [-14.86, 16.29, 6.86], [-1.96, 16.08, 15.39], [-9.40, 20.81, 9.89], [-5.62, 17.32, 12.27], [-13.88, 15.48, 8.89], [-3.00, 21.87, 18.44], [-6.58, 16.92, 19.20], [-13.38, 18.09, 17.04], [-8.61, 20.57, 19.89], [-12.69, 21.75, 15.62], [-6.22, 9.51, 18.51], [-7.42, 7.44, 9.62], [-12.11, 19.47, 24.22], [-13.76, 19.53, 13.97], [-10.66, 10.71, 14.68], [-12.39, 9.24, 17.27], [-14.00, 15.98, 16.81], [-2.01, 21.96, 11.20], [-7.25, 11.67, 14.59], [-8.16, 6.82, 9.57], [-8.96, 11.26, 18.72], [-11.91, 25.40, 14.25], [-5.53, 18.07, 20.54], [-7.77, 15.36, 20.76], [-8.52, 8.76, 8.56]],
  "e_lumo_ev": -0.034,
  "max_force_ev_per_a": 2.95,
  "energy_ha": -6443.20818,
  "e_homo_ev": -8.70
}